DFT (wB97M-V/def2-TZVPD) results for a structure of composition C19H14BClF2MgN3O2.

Last column: Löwdin charge in e.
Geometry (Å):
Mg  0.205  -0.174  -0.691  0.669
O  -0.453  -4.223  0.243  0.073
C  -0.047  -3.090  0.081  -0.431
N  -0.255  -2.228  -0.967  0.063
C  -0.876  -2.670  -2.101  -0.436
O  -1.184  -3.796  -2.442  0.070
C  -1.232  -1.516  -3.053  -0.175
C  -1.749  -1.774  -4.310  -0.002
C  -1.999  -0.695  -5.144  -0.064
C  -1.721  0.589  -4.705  -0.057
C  -1.206  0.758  -3.430  -0.098
N  -0.986  -0.280  -2.626  0.059
C  0.847  -2.478  1.170  -0.177
C  1.166  -3.205  2.299  -0.005
C  1.961  -2.598  3.262  -0.062
C  2.403  -1.302  3.063  -0.052
C  2.035  -0.638  1.902  -0.095
N  1.275  -1.227  0.978  0.074
H  -1.928  -2.800  -4.598  0.114
H  -2.395  -0.858  -6.140  0.103
H  -1.887  1.453  -5.336  0.101
H  -0.936  1.729  -3.028  0.114
H  0.780  -4.210  2.397  0.113
H  2.230  -3.135  4.163  0.102
H  3.015  -0.791  3.794  0.104
H  2.336  0.381  1.680  0.108
Cl  1.838  4.756  3.370  0.567
C  0.827  3.551  2.567  -0.672
C  0.450  2.389  3.296  -0.124
C  -0.359  1.450  2.743  -0.072
C  -0.839  1.569  1.388  -0.356
C  -1.649  0.613  0.814  -0.077
C  -0.274  2.667  0.604  -0.197
C  0.411  3.720  1.291  -0.115
H  0.798  2.277  4.317  0.093
H  -0.677  0.596  3.333  0.107
H  -2.143  0.817  -0.131  0.044
H  -2.068  -0.184  1.419  0.051
H  -0.923  3.010  -0.196  0.125
H  0.709  4.599  0.733  0.119
F  1.121  2.952  -1.590  -0.024
B  1.062  1.960  -0.560  -0.661
F  2.317  2.037  0.140  -0.026

Properties
net charge: -1
frontier orbital gap: 5.65 eV
energy relative to the best compared isomer or geometry (same formula, charge and spin): 14.9 kcal/mol

***

DFT (wB97M-V/def2-TZVPD) results for a structure of composition C19H14Cl2N6Pt.

Last column: Löwdin charge in e.
Geometry (Å):
Pt  2.374  -1.311  0.293  1.126
C  1.476  -4.141  -2.798  -0.030
C  2.148  -3.498  -1.767  -0.047
N  1.694  -2.352  -1.272  -0.093
C  0.572  -1.782  -1.828  -0.146
C  -0.062  -2.458  -2.885  -0.014
N  0.388  -3.600  -3.324  0.138
C  0.160  -0.521  -1.251  -0.155
C  -0.940  0.259  -1.551  0.101
C  -1.207  1.436  -0.821  -0.066
C  -0.352  1.755  0.255  0.101
C  0.743  0.965  0.543  -0.153
N  1.019  -0.091  -0.279  -0.040
C  1.693  1.081  1.629  -0.143
C  1.725  2.095  2.601  -0.014
N  2.627  2.102  3.541  0.138
C  3.557  1.161  3.590  -0.029
C  3.577  0.150  2.639  -0.042
N  2.649  0.093  1.689  -0.085
C  -2.359  2.288  -1.149  -0.152
C  -2.634  3.461  -0.429  0.015
C  -3.704  4.260  -0.805  -0.097
N  -4.460  3.925  -1.816  0.093
C  -4.266  2.841  -2.516  -0.098
C  -3.220  1.982  -2.214  0.015
H  1.801  -5.090  -3.195  0.137
H  3.058  -3.908  -1.350  0.134
H  -0.947  -2.061  -3.362  0.138
H  -1.592  -0.056  -2.348  0.117
H  -0.543  2.615  0.875  0.117
H  1.000  2.898  2.608  0.138
H  4.276  1.213  4.393  0.137
H  4.350  -0.607  2.642  0.134
H  -2.042  3.792  0.406  0.103
H  -3.933  5.179  -0.285  0.126
H  -4.938  2.646  -3.341  0.126
H  -3.105  1.108  -2.831  0.103
Cl  -0.089  -2.857  4.682  0.546
C  -0.204  -3.699  3.125  -0.968
Cl  0.781  -2.882  1.906  0.503
H  -1.235  -3.671  2.772  0.041
H  0.165  -4.721  3.229  0.044

Properties
net charge: +2
frontier orbital gap: 6.23 eV

***

DFT (wB97M-V/def2-TZVPD) results for a structure of composition C19H14ClIrN2O9.

Last column: Löwdin spin population.
Geometry (Å):
Ir  0.261  -0.255  0.247  2.884
O  -2.423  2.640  0.216  0.030
C  -2.026  1.536  0.456  0.026
O  -1.190  0.889  -0.381  0.279
C  -2.482  0.729  1.668  0.004
C  -2.708  -0.759  1.344  0.004
C  -3.537  -1.419  2.445  0.003
C  -2.501  -1.540  3.594  0.003
C  -1.270  -0.898  2.960  0.001
O  -1.394  -1.336  1.577  0.111
C  -1.460  0.623  2.857  -0.001
C  -0.150  1.412  2.708  0.013
O  -0.005  2.444  3.318  0.037
O  0.784  0.903  1.930  0.222
H  -3.398  1.210  2.002  0.000
H  -3.012  -0.971  0.323  0.000
H  -3.883  -2.398  2.122  0.000
H  -4.406  -0.819  2.709  0.001
H  -2.305  -2.581  3.839  0.000
H  -2.802  -1.022  4.503  0.001
H  -0.306  -1.220  3.344  -0.001
H  -1.915  1.020  3.761  0.000
O  6.688  -1.220  0.098  0.000
C  5.695  -1.380  -0.801  0.001
O  5.797  -2.131  -1.718  0.000
C  4.496  -0.510  -0.587  0.002
C  4.437  0.869  -0.672  0.005
Cl  5.685  1.982  -0.967  0.003
N  3.151  1.257  -0.528  0.011
N  2.388  0.176  -0.353  0.110
C  3.163  -0.890  -0.368  0.009
C  2.510  -2.185  0.024  0.017
O  3.142  -3.201  0.120  0.037
O  1.223  -2.054  0.298  0.180
C  2.543  2.554  -0.452  0.002
C  1.462  2.819  -1.275  0.002
C  0.772  4.010  -1.108  0.000
C  1.184  4.919  -0.145  0.000
C  2.280  4.641  0.660  0.000
C  2.962  3.444  0.521  0.000
H  6.401  -0.639  0.813  0.000
H  1.151  2.095  -2.017  0.001
H  -0.096  4.214  -1.718  0.000
H  0.636  5.841  -0.008  0.000
H  2.582  5.341  1.427  0.000
H  3.779  3.187  1.181  0.000

Properties
net charge: 0
frontier orbital gap (alpha / beta): 9.09 / 7.39 eV
multiplicity: 5
energy relative to the best compared isomer or geometry (same formula, charge and spin): 0.0 kcal/mol

***

DFT (wB97M-V/def2-TZVPD) results for the molecule C19H14ClN3O5.

Last column: Löwdin charge in e.
Geometry (Å):
O  -3.512  -0.617  2.041  0.076
C  -3.566  -0.064  0.966  -0.450
N  -2.482  -0.093  0.126  0.070
N  -2.495  0.452  -1.094  0.063
C  -1.497  0.361  -1.885  -0.073
C  -0.224  -0.289  -1.714  -0.232
C  0.812  -0.402  -2.612  0.009
C  1.824  -1.146  -1.972  0.010
C  1.352  -1.439  -0.725  -0.246
O  0.117  -0.925  -0.555  0.068
C  1.951  -2.207  0.413  -0.101
O  3.340  -2.394  0.271  -0.016
C  4.171  -1.329  0.340  -0.258
C  5.530  -1.619  0.159  0.019
C  6.470  -0.618  0.209  0.014
C  6.061  0.693  0.444  -0.161
C  4.717  0.992  0.630  0.021
C  3.773  -0.012  0.578  0.008
H  2.735  0.240  0.720  0.116
H  4.428  2.016  0.812  0.124
N  7.036  1.744  0.494  -0.368
O  6.639  2.874  0.691  0.077
O  8.201  1.442  0.334  0.078
H  7.519  -0.826  0.070  0.122
H  5.813  -2.643  -0.021  0.124
H  1.705  -1.718  1.366  0.145
H  1.538  -3.223  0.438  0.148
H  2.775  -1.427  -2.377  0.124
H  0.837  -0.003  -3.605  0.116
H  -1.636  0.845  -2.842  0.122
H  -1.673  -0.619  0.462  0.150
C  -4.743  0.699  0.460  -0.174
C  -5.998  0.100  0.384  -0.596
C  -7.102  0.823  -0.038  -0.101
C  -6.959  2.156  -0.377  -0.077
C  -5.716  2.764  -0.304  -0.075
C  -4.614  2.039  0.108  -0.035
H  -3.646  2.509  0.171  0.115
H  -5.605  3.805  -0.570  0.103
H  -7.821  2.720  -0.700  0.105
H  -8.064  0.338  -0.096  0.104
Cl  -6.182  -1.568  0.779  0.731

Properties
net charge: 0
frontier orbital gap: 8.15 eV
energy relative to the best compared isomer or geometry (same formula, charge and spin): 5.2 kcal/mol

***

DFT (wB97M-V/def2-TZVPD) results for a structure of composition C19H14CrIN2O8S.

Last column: Löwdin spin population.
Geometry (Å):
Cr  -0.417  -0.331  -0.109  2.852
O  -0.835  5.641  -0.789  0.005
C  -0.665  4.313  -0.658  0.008
C  -0.109  3.531  -1.676  -0.002
C  0.013  2.179  -1.439  0.007
N  -0.403  1.674  -0.289  -0.020
C  -0.883  2.392  0.710  0.006
C  -1.052  3.749  0.566  -0.002
C  -1.073  1.516  1.929  0.006
O  -1.551  1.939  2.950  0.008
O  -0.630  0.297  1.712  0.033
C  0.644  1.092  -2.323  0.005
O  1.076  1.366  -3.412  0.000
O  0.656  -0.079  -1.723  0.031
H  -0.519  5.940  -1.649  0.000
H  0.237  3.954  -2.610  0.000
H  -1.435  4.363  1.368  0.000
I  -2.699  -2.316  2.090  0.002
C  -3.290  -1.120  0.502  0.008
C  -4.655  -1.078  0.238  -0.002
C  -5.121  -0.398  -0.865  0.008
C  -4.210  0.218  -1.710  -0.002
C  -2.879  0.150  -1.386  0.011
N  -2.414  -0.480  -0.288  -0.018
H  -5.329  -1.603  0.898  0.000
H  -6.182  -0.368  -1.075  0.000
H  -4.517  0.734  -2.607  0.000
H  -2.138  0.590  -2.040  0.002
C  0.885  -8.547  1.158  0.000
C  0.428  -7.225  0.607  0.000
C  -0.836  -6.725  0.900  0.000
C  -1.271  -5.522  0.364  0.000
C  -0.431  -4.809  -0.474  -0.001
C  0.835  -5.288  -0.783  0.000
C  1.257  -6.488  -0.238  0.000
S  -0.951  -3.269  -1.159  0.004
O  -2.390  -3.197  -1.049  0.004
O  -0.380  -3.143  -2.468  0.003
O  -0.297  -2.287  -0.180  0.045
H  0.301  -8.838  2.030  0.000
H  1.936  -8.513  1.446  0.000
H  0.777  -9.334  0.408  0.000
H  -1.491  -7.288  1.555  0.000
H  -2.257  -5.135  0.586  0.000
H  1.474  -4.724  -1.449  0.000
H  2.246  -6.863  -0.474  0.000

Properties
net charge: 0
frontier orbital gap (alpha / beta): 8.04 / 8.24 eV
multiplicity: 4
energy relative to the best compared isomer or geometry (same formula, charge and spin): 0.0 kcal/mol